Entry 1:
DFT (ωB97M-V/def2-TZVPD) results for a cluster of 5 separate species, C27H41BN4OP in total.

```
75
Properties=species:S:1:pos:R:3:forces:R:3:lowdin_charge:R:1
C 3.62462 -2.97742 4.07007 0.018 0.105 -0.038 -0.123
C 4.42049 -3.48756 2.85093 -0.016 -0.074 0.187 -0.291
C 3.53673 -4.01261 1.69196 0.043 0.042 -0.006 -0.226
C 3.71753 -3.47521 0.24398 -0.225 0.058 0.015 -0.525
C 2.52463 -2.61930 -0.17561 0.046 -0.046 -0.110 -0.208
P 5.34471 -2.48439 -0.18451 0.105 -0.026 -0.065 0.398
B 7.00367 -1.47602 -0.51692 -0.151 -0.201 -0.047 -0.604
O 8.11699 -2.11082 -1.08221 0.473 0.463 0.603 0.017
C 7.17275 0.03651 -0.08733 -0.094 0.225 -0.213 -0.220
C 6.07219 0.97155 -0.61865 -0.020 -0.008 0.093 -0.157
H 2.55241 -3.16241 3.96147 0.027 -0.043 0.038 0.052
H 3.94654 -3.44813 5.00295 -0.014 0.002 -0.021 0.051
H 3.74934 -1.89898 4.20061 -0.050 -0.018 -0.023 0.058
H 5.07424 -2.69592 2.49947 -0.027 -0.014 -0.022 0.031
H 5.07764 -4.29297 3.18849 0.027 0.028 -0.085 0.086
H 3.63521 -5.10245 1.66156 0.026 0.029 0.020 0.090
H 2.49357 -3.83575 1.98477 0.025 -0.047 -0.052 0.071
H 3.76189 -4.34127 -0.42626 0.098 0.036 0.024 0.071
H 2.37201 -2.65729 -1.25717 0.014 0.076 0.016 0.055
H 2.71534 -1.56643 0.08093 -0.074 -0.031 0.099 0.034
H 1.59098 -2.94552 0.29895 0.013 0.052 0.006 0.054
H 5.67388 -3.44920 -1.27741 0.040 -0.014 0.076 -0.043
H 4.56641 -1.61593 -1.16205 0.022 -0.018 0.101 -0.029
H 4.94898 -1.49903 0.91840 0.006 -0.021 -0.054 -0.013
H 6.13282 -3.36666 0.79615 0.037 -0.028 -0.002 -0.026
H 8.42294 -2.82643 -0.51338 -0.434 -0.418 -0.428 0.078
H 8.17133 0.42406 -0.32485 -0.032 -0.051 -0.075 0.080
H 7.09869 0.01923 1.01007 0.035 -0.009 -0.028 0.093
H 6.32907 2.02550 -0.47108 -0.031 -0.021 0.006 0.052
H 5.13173 0.77131 -0.10299 0.002 -0.031 -0.043 0.049
H 5.88274 0.81237 -1.68259 0.070 0.051 0.007 0.060
N -1.37538 -0.03461 1.17892 -0.023 0.049 -0.043 0.058
C -0.17368 -0.14017 0.61334 0.085 -0.025 0.071 -0.149
C 0.08689 0.17548 -0.71244 0.027 0.001 -0.028 -0.069
C -0.96144 0.62529 -1.49758 0.000 0.022 -0.015 -0.102
C -2.21942 0.74217 -0.92530 0.041 0.037 0.014 -0.115
C -2.37509 0.40067 0.41159 -0.019 0.012 0.026 -0.158
H 0.63180 -0.49737 1.24513 -0.020 -0.027 0.013 0.101
H 1.08845 0.05999 -1.10593 -0.003 -0.043 0.005 0.101
H -0.79899 0.88144 -2.53816 -0.016 -0.002 -0.004 0.103
H -3.07095 1.08959 -1.49556 -0.022 0.000 0.032 0.092
H -3.34978 0.48025 0.87997 -0.021 -0.012 -0.043 0.078
N -5.26700 -0.75426 -1.00026 0.012 0.013 -0.098 0.074
C -6.56337 -0.96164 -0.78871 -0.026 0.044 0.085 -0.152
C -7.36441 -1.72621 -1.62534 0.008 -0.013 -0.004 -0.079
C -6.78808 -2.30748 -2.74395 0.018 0.018 0.017 -0.089
C -5.43834 -2.09832 -2.97647 -0.039 0.006 0.000 -0.071
C -4.72643 -1.31569 -2.07802 0.034 -0.058 -0.010 -0.147
H -6.97414 -0.48833 0.09748 -0.001 0.003 -0.007 0.092
H -8.41366 -1.86152 -1.39922 -0.001 0.004 0.001 0.096
H -7.37891 -2.91218 -3.42028 -0.002 -0.002 -0.001 0.101
H -4.94085 -2.52991 -3.83438 0.006 -0.003 0.004 0.100
H -3.66730 -1.13438 -2.22614 0.002 -0.029 -0.004 0.093
N -5.80402 1.48824 2.03700 -0.031 -0.045 -0.046 0.059
C -5.66961 0.99749 3.26595 0.019 -0.004 0.011 -0.149
C -6.01051 1.70140 4.41234 0.003 0.006 0.002 -0.074
C -6.51514 2.98407 4.27413 0.005 -0.007 -0.013 -0.086
C -6.65645 3.50782 2.99891 0.004 0.002 0.006 -0.078
C -6.28737 2.72150 1.91709 -0.003 0.013 0.009 -0.152
H -5.26277 -0.00556 3.33543 0.001 0.002 0.007 0.108
H -5.87602 1.25170 5.38663 0.005 -0.002 -0.001 0.100
H -6.78901 3.56683 5.14435 -0.001 0.001 0.002 0.102
H -7.04040 4.50653 2.84055 0.001 0.001 -0.004 0.098
H -6.38054 3.09928 0.90448 -0.001 0.006 0.004 0.104
N -1.78174 5.20946 -2.87590 0.006 0.011 -0.021 0.050
C -1.09707 4.21244 -2.31840 -0.024 -0.012 0.057 -0.149
C 0.24816 3.97156 -2.56081 0.006 -0.013 0.002 -0.067
C 0.92158 4.80892 -3.43435 -0.007 0.006 0.002 -0.078
C 0.22171 5.84997 -4.02454 -0.001 -0.002 0.001 -0.083
C -1.12065 6.00641 -3.71215 0.014 -0.004 -0.011 -0.168
H -1.64879 3.57286 -1.63826 0.007 -0.006 0.000 0.093
H 0.74790 3.14687 -2.07046 -0.006 -0.001 0.005 0.098
H 1.97096 4.65338 -3.64908 0.002 -0.001 0.001 0.106
H 0.70355 6.53060 -4.71365 -0.005 0.004 0.000 0.096
H -1.69574 6.81261 -4.15570 0.008 0.001 -0.005 0.097
```
Forces are in eV/Å.

Net charge ... -1
Frontier orbital gap ... 4.79 eV
E_tot ... -1713.76909 Eh


Entry 2:
DFT (ωB97M-V/def2-TZVPD) results for a structure of composition C38H49BBr30NO6S at a distorted geometry.

```
126
Properties=species:S:1:pos:R:3:forces:R:3:lowdin_charge:R:1
C 3.69880 1.46441 3.59600 -0.262 -0.925 -0.455 -0.039
C 2.65763 0.21997 3.72403 -0.359 1.583 3.134 -0.375
O 2.11674 0.07739 4.84617 1.664 -0.103 -4.062 0.069
N 2.49890 -0.65304 2.53791 -0.609 0.380 1.181 -0.061
C 3.06642 -1.97545 2.94867 1.278 -0.376 -0.659 -0.055
C 1.09847 -0.74340 2.04235 -2.841 -1.765 0.904 -0.326
C 1.01758 -1.92458 0.92429 0.604 0.500 -1.503 -0.001
C 2.13632 -1.75768 -0.24477 0.720 1.094 -0.224 -0.271
O 2.52622 -0.64138 -0.68170 -1.084 -4.056 1.612 -0.056
C 2.70734 -3.15987 -0.82378 0.227 -2.424 -1.492 -0.085
C 1.68760 -3.94552 -1.73319 2.362 -2.280 0.091 -0.001
C 2.01358 -5.34647 -2.36691 3.230 3.087 3.883 -0.190
C 3.45972 -5.89463 -2.01893 -0.793 2.776 2.157 -0.196
C 4.47461 -5.12189 -1.12012 -3.204 1.410 -0.478 -0.049
C 4.10735 -3.72954 -0.50679 -3.204 -1.830 -2.423 -0.034
O 0.19735 -1.30420 3.04775 1.620 -0.111 -0.945 -0.010
B -0.93169 -0.42656 3.49118 0.264 -0.281 0.707 -0.879
C -1.19165 -0.28051 5.10808 -0.305 0.653 0.669 -0.032
C -2.27703 -1.22211 2.97902 0.007 -1.652 -0.509 -0.090
O -3.54825 -0.50778 3.18721 -1.926 -1.445 -2.882 -0.137
C -4.47260 -1.11291 2.25847 -2.534 -1.490 -1.593 -0.140
C -4.86324 -0.45413 0.89454 -1.098 -2.378 0.719 0.045
C -5.85298 -1.06458 -0.13517 0.482 -1.045 2.796 -0.201
C -6.08356 -0.24283 -1.51162 1.182 -0.884 0.755 -0.093
C -6.55422 -2.41090 0.20133 2.638 1.748 2.594 -0.102
C -6.18214 -3.08801 1.54616 1.362 2.792 -0.876 -0.022
C -5.15165 -2.48607 2.57735 -1.046 0.870 -2.569 -0.077
C -4.88545 -3.36796 3.88426 -0.624 -0.270 -0.098 -0.357
C -3.71507 -4.48423 3.64175 -0.114 0.462 -1.083 -0.093
C -4.68467 -2.52523 5.23582 0.401 -0.667 0.089 -0.114
O -0.54786 0.85789 2.88975 2.002 1.281 -1.623 -0.018
C 0.29700 0.66294 1.71911 -2.709 -0.586 -0.527 -0.529
S 1.35899 2.14804 1.20857 0.447 0.278 0.713 0.777
C -0.80806 0.66459 0.54599 0.350 0.421 -1.795 -0.179
C -1.86329 1.90015 0.65553 0.259 -0.198 -0.498 -0.154
C -2.39311 2.33962 -0.82076 1.050 0.274 0.833 -0.226
O -3.33652 3.46547 -0.67298 0.044 -1.697 0.358 -0.155
H 4.32563 1.51999 4.55308 -1.012 -0.151 -1.346 0.082
H 4.37704 1.31870 2.67054 -1.234 0.427 1.529 0.035
H 3.05922 2.40779 3.50590 1.035 -1.294 0.021 0.058
H 3.57409 -2.42783 2.01170 -0.889 0.455 1.456 0.072
H 3.94089 -1.74537 3.67130 -1.557 -0.622 -0.985 0.114
H 2.31104 -2.71312 3.38045 0.996 1.172 -0.323 0.112
H 0.00976 -1.91733 0.35409 1.486 0.281 1.076 0.132
H 1.06059 -2.97696 1.40145 0.217 1.924 -0.654 0.139
H 0.62980 -3.55382 -1.95277 1.925 -0.342 0.567 0.102
H 1.26232 -5.93218 -3.00686 1.133 1.208 1.455 0.026
H 3.74552 -6.91517 -2.42244 -0.190 1.641 1.089 0.017
H 5.50585 -5.56732 -0.86106 -1.963 0.683 -0.632 0.092
H 4.78330 -3.12287 0.17525 -0.930 -1.157 -1.166 0.006
H -0.35128 0.23681 5.68385 -0.990 -0.929 -0.651 0.050
H -2.13105 0.38667 5.25156 1.500 -1.199 -0.226 0.001
H -1.43069 -1.32695 5.52419 0.441 1.542 -0.217 0.067
H -2.34433 -2.18981 3.62003 0.222 1.368 -1.124 0.104
H -2.25652 -1.57527 1.88961 0.075 0.441 1.261 0.110
H -4.39033 0.54715 0.63160 -0.666 -1.516 0.445 0.073
H -7.08348 -0.47305 -2.00695 1.321 0.462 0.842 0.030
H -5.89960 0.87614 -1.33144 -0.589 -1.656 -0.250 0.073
H -5.24024 -0.58586 -2.22097 -1.373 0.515 0.882 0.082
H -7.32038 -2.88334 -0.52568 2.204 1.656 2.331 -0.126
H -6.69502 -4.09150 1.79291 0.981 1.795 -0.278 0.091
H -5.84757 -3.99567 4.04153 1.383 1.190 -0.346 0.117
H -2.97937 -4.54044 4.51319 -1.077 0.010 -1.170 0.077
H -3.14560 -4.18441 2.67874 -0.711 -0.475 1.731 0.079
H -4.17429 -5.51745 3.40037 0.690 1.621 0.666 0.072
H -4.84707 -3.27064 6.10884 0.093 1.336 -1.283 0.088
H -3.60866 -2.15855 5.33610 -1.507 -0.303 -0.238 0.051
H -5.39793 -1.62781 5.32349 1.008 -1.529 -0.203 0.054
H 1.36431 2.24532 -0.17620 -0.499 -0.757 1.144 -0.174
H -1.38974 -0.30884 0.41946 0.744 1.238 0.535 0.106
H -0.25262 0.83474 -0.45872 -0.871 -0.526 1.447 0.034
H -1.40067 2.84460 1.10184 -0.426 -1.497 -0.531 0.106
H -2.71196 1.58225 1.35280 1.033 0.480 -1.037 0.100
H -2.83600 1.46358 -1.40607 0.358 1.136 0.770 0.113
H -1.51451 2.78021 -1.43325 -1.375 -0.840 1.020 0.118
H -4.00428 3.12363 -0.03802 0.495 0.457 -0.556 0.076
C -4.67120 6.73905 0.00655 0.085 -0.252 -0.012 -1.610
Br -5.56923 6.07941 -1.57945 0.146 0.217 0.331 0.564
Br -3.79348 8.43966 -0.31698 -0.181 -0.220 0.051 0.544
Br -5.86775 6.82550 1.53076 0.213 0.037 -0.324 0.560
H -3.89153 6.01840 0.25322 -0.176 0.150 -0.127 -0.036
C 5.87063 0.43012 -0.73478 -0.260 -0.011 -0.047 -1.560
Br 6.69885 0.61811 -2.47862 -0.130 -0.003 0.413 0.537
Br 6.55460 -1.10875 0.22709 0.045 0.451 -0.125 0.623
Br 6.01677 2.05383 0.31612 0.215 -0.596 -0.237 0.554
H 4.80735 0.25409 -0.90461 0.194 -0.059 0.134 -0.051
C -0.39595 9.11625 -2.78122 -0.121 0.015 0.044 -1.622
Br 0.62320 7.76368 -1.84014 -0.168 0.190 -0.167 0.552
Br 0.73972 10.51611 -3.49885 -0.177 -0.285 0.113 0.556
Br -1.52947 8.33502 -4.14620 0.263 0.144 0.267 0.558
H -1.05281 9.58309 -2.04870 0.177 -0.143 -0.197 -0.045
C 2.79417 2.37361 -3.02391 0.010 -0.154 0.141 -1.572
Br 3.53357 2.18411 -4.80808 -0.132 0.050 0.280 0.545
Br 2.34241 4.21469 -2.62141 -0.005 -0.278 -0.158 0.548
Br 1.28892 1.18988 -2.73608 0.220 0.443 -0.434 0.666
H 3.57359 2.07539 -2.32288 -0.171 0.081 -0.167 -0.043
C 3.86901 -6.62204 -6.28301 -0.290 -0.161 -0.188 -1.567
Br 2.86474 -6.59688 -4.62169 0.623 -0.284 -2.553 0.781
Br 5.21752 -5.22859 -6.32672 -0.256 -0.277 0.092 0.565
Br 4.62786 -8.37213 -6.64348 -0.067 0.275 0.052 0.549
H 3.16462 -6.40912 -7.08580 0.252 -0.065 0.176 -0.028
C -8.23237 -3.71847 -3.85284 -0.201 -0.188 -0.116 -1.574
Br -8.50833 -1.86354 -4.34833 0.076 -0.362 0.110 0.579
Br -6.62517 -4.44817 -4.65663 -0.290 0.183 0.201 0.566
Br -8.24837 -3.96081 -1.92693 -0.721 -0.741 -1.622 0.714
H -9.07325 -4.28304 -4.25267 0.250 0.177 0.073 -0.030
C 3.85017 6.60695 0.84417 -0.105 -0.066 0.002 -1.598
Br 2.81260 6.64394 2.48233 0.237 -0.028 -0.331 0.568
Br 5.19749 8.00331 0.81132 -0.210 -0.227 0.021 0.549
Br 4.61784 4.85588 0.51702 -0.314 0.601 0.122 0.495
H 3.16070 6.81057 0.02580 0.201 -0.034 0.208 -0.061
C 7.44763 0.08122 -6.73945 -0.156 -0.164 -0.011 -1.604
Br 8.41478 -0.95416 -8.06337 -0.205 -0.040 0.423 0.542
Br 6.10258 -0.98228 -5.83378 0.320 0.185 -0.205 0.551
Br 8.64959 0.94930 -5.48611 -0.179 -0.132 -0.265 0.559
H 6.92269 0.86968 -7.27406 0.158 -0.244 0.178 -0.132
C 8.42429 3.22606 -8.81725 0.176 -0.013 0.050 -1.595
Br 6.50658 2.96861 -8.66592 0.280 0.194 -0.156 0.618
Br 9.23583 1.93145 -10.01320 -0.165 0.500 0.097 0.546
Br 8.86530 5.04624 -9.32150 -0.134 -0.362 0.071 0.571
H 8.84882 3.05742 -7.82802 -0.134 0.025 -0.241 -0.053
C -3.72989 1.54721 8.33400 0.073 -0.221 -0.130 -1.602
Br -4.91912 2.91742 9.02575 0.162 -0.151 -0.085 0.526
Br -4.38682 0.79352 6.67336 0.023 0.293 0.475 0.648
Br -1.90948 2.19303 8.16144 -0.403 -0.098 0.009 0.574
H -3.71395 0.74110 9.06568 -0.013 0.256 -0.187 -0.029
```
Forces are in eV/Å.

Net charge ... -1
Frontier orbital gap ... 5.72 eV
E_tot ... -79626.53856 Eh


Entry 3:
DFT (ωB97M-V/def2-TZVPD) results for the ion C6H12NO2 with charge +1 at a distorted geometry.

```
21
Properties=species:S:1:pos:R:3:forces:R:3:nbo_charge:R:1
C -1.59442 -2.84058 -0.84013 -0.281 -1.138 0.282 -0.272
O -1.10697 -1.53227 -0.82348 0.145 1.877 -1.078 -0.458
C -0.06397 -1.32599 -0.10456 1.583 2.531 1.643 0.799
O 0.47869 -2.01668 0.72581 -0.085 -0.430 -0.666 -0.599
C 0.37409 0.19768 -0.14165 -0.601 -0.818 -2.212 0.049
C 0.25219 1.00222 -1.49938 -3.738 -0.493 2.570 -0.649
N 1.59246 0.44777 0.68016 1.923 -1.441 -1.082 -0.538
C 0.27411 0.79406 1.20978 -0.564 -0.210 0.290 -0.013
C 0.08585 2.24158 1.39030 0.653 -0.157 -1.193 -0.639
H -2.68561 -2.78597 -0.94592 0.520 -0.244 0.063 0.223
H -1.22309 -3.21752 0.10187 -0.685 -1.066 0.159 0.216
H -1.08732 -3.34022 -1.65947 -0.366 -0.345 -0.130 0.207
H -0.14804 2.01178 -1.27625 0.886 -0.323 -0.245 0.238
H -0.66175 0.56703 -1.97554 0.981 0.014 0.044 0.270
H 1.05608 0.98378 -2.16451 1.425 -0.112 -0.731 0.246
H 2.12071 1.20696 0.22090 -0.044 -0.468 0.792 0.445
H 2.15883 -0.41172 0.96052 -1.159 1.310 -0.135 0.483
H -0.04646 0.09254 1.98132 0.164 0.284 -0.097 0.268
H 0.15318 2.74997 0.45743 -0.083 0.320 -0.947 0.223
H 0.89338 2.64817 1.90986 1.120 0.620 1.535 0.241
H -0.82197 2.52741 1.79294 -1.796 0.289 1.139 0.260
```
Forces are in eV/Å.

Net charge ... +1
SMILES ... COC(=O)[C@]1(C)[NH2+][C@H]1C
Frontier orbital gap ... 12.03 eV
E_tot ... -440.76338 Eh


> Which formula does entry 1 have?

C27H41BN4OP


> Which value of E_tot does entry 1 give?

-1713.76909 Eh


> Number 2 is which compound?

C38H49BBr30NO6S